C26H34N5O7RuS as an isolated structure. Source: the OMol25 dataset; level of theory: the ωB97M-V functional and the def2-TZVPD basis.

Its charge is +2. As for the spin multiplicity: 6. As for the LUMO energy (alpha / beta): -5.56 / -7.62 eV. The value obtained for the total energy is -2304.196710 a.u. The calculation puts the HOMO-LUMO gap (alpha / beta) at 8.5 / 6.5 eV.

Each line ends with the Löwdin charge.
Geometry (Å):
Ru: -0.074 0.027 0.797  1.77
C: -0.045 -0.577 3.896  -0.14
C: -1.175 0.422 3.944  -0.13
O: -1.637 0.635 2.599  -0.24
C: -2.139 1.961 2.352  -0.14
C: -1.003 2.934 2.081  -0.12
O: -0.048 2.246 1.269  -0.27
C: 0.981 2.994 0.607  -0.12
C: 2.316 2.358 0.953  -0.12
O: 2.197 0.922 1.005  -0.24
C: 3.015 0.315 2.024  -0.12
C: 2.180 -0.616 2.893  -0.13
O: 0.881 -0.023 2.957  -0.24
H: -0.376 -1.564 3.562  0.13
H: 0.420 -0.671 4.880  0.15
H: -0.804 1.361 4.360  0.14
H: -1.999 0.060 4.561  0.15
H: -2.734 2.300 3.202  0.15
H: -2.778 1.872 1.478  0.12
H: -0.506 3.272 2.994  0.14
H: -1.395 3.804 1.550  0.14
H: 0.976 4.028 0.953  0.15
H: 0.779 2.979 -0.461  0.11
H: 2.639 2.708 1.934  0.13
H: 3.063 2.635 0.208  0.15
H: 3.449 1.100 2.641  0.13
H: 3.825 -0.237 1.551  0.13
H: 2.613 -0.670 3.894  0.15
H: 2.108 -1.626 2.484  0.12
N: 1.228 -4.063 -0.022  0.21
C: 2.452 -3.568 -0.451  -0.17
C: 3.589 -4.213 -0.923  0.01
C: 4.625 -3.398 -1.323  -0.05
C: 4.522 -1.997 -1.274  -0.04
C: 3.392 -1.364 -0.801  -0.02
C: 2.347 -2.179 -0.360  -0.20
N: 1.079 -1.859 0.147  0.07
C: 0.456 -3.016 0.307  -0.27
C: -0.940 -3.058 0.707  -0.31
C: -1.830 -4.084 0.730  -0.29
S: -3.379 -3.495 1.140  1.15
C: -2.764 -1.917 1.226  -0.42
N: -1.482 -1.830 0.997  -0.06
H: 0.960 -5.033 0.014  0.18
H: 3.656 -5.291 -0.984  0.12
H: 5.534 -3.845 -1.703  0.12
H: 5.348 -1.401 -1.636  0.12
H: 3.281 -0.290 -0.819  0.09
H: -1.669 -5.130 0.524  0.09
H: -3.378 -1.060 1.455  0.10
C: -2.066 -1.392 -3.201  -0.06
C: -2.922 -0.138 -3.064  -0.15
C: -2.130 1.130 -2.662  -0.31
C: -3.088 2.318 -2.459  -0.15
C: -2.380 3.587 -2.004  -0.05
C: -1.164 1.467 -3.793  -0.40
O: -1.555 1.773 -4.885  0.16
N: 0.197 1.413 -3.514  0.23
C: 0.782 1.093 -2.310  -0.51
O: 1.976 1.151 -2.134  0.10
N: -0.089 0.723 -1.290  0.08
C: -1.410 0.833 -1.385  -0.45
O: -2.033 0.613 -0.310  -0.06
H: -2.683 -2.236 -3.506  0.09
H: -1.581 -1.659 -2.256  0.06
H: -1.287 -1.271 -3.956  0.09
H: -3.703 -0.286 -2.317  0.12
H: -3.411 0.093 -4.011  0.14
H: -3.843 2.017 -1.730  0.12
H: -3.594 2.485 -3.410  0.13
H: -1.898 3.448 -1.030  0.06
H: -3.086 4.410 -1.906  0.09
H: -1.617 3.901 -2.721  0.09
H: 0.828 1.669 -4.265  0.18

=====

A 2-piece molecular cluster, C4H10NO overall at a distorted geometry. Source: the OMol25 dataset; level of theory: the ωB97M-V functional and the def2-TZVPD basis.

Its charge is +1. The energy above the lowest of the compared OMol25 structures with the same formula, charge and spin is 40.3 kcal per mole. As for the LUMO energy: -5.30 eV. The value obtained for the total energy is -288.098925 a.u. The calculation puts the HOMO-LUMO gap at 9.1 eV.

Each line ends with the Löwdin charge.
Geometry (Å):
C: -0.489 -0.340 1.715  -0.04
C: -0.746 0.561 0.523  -0.32
C: -1.626 1.510 0.515  0.09
C: -0.029 0.796 -1.811  0.20
N: 0.008 0.112 -0.684  0.11
H: -1.244 -1.136 1.730  0.09
H: 0.500 -0.826 1.650  0.07
H: -0.483 0.231 2.737  0.13
H: -1.776 2.222 -0.318  0.08
H: -2.355 1.679 1.332  0.11
H: 0.590 0.512 -2.684  0.13
H: -0.694 1.669 -1.940  0.11
H: 0.737 -0.644 -0.739  0.12
H: 2.962 -2.013 -1.301  0.11
H: 2.390 -2.556 -0.103  0.04
O: 2.255 -1.778 -0.623  -0.06

=====

A 15-piece molecular cluster, ClH28O18 overall at a distorted geometry. Source: the OMol25 dataset; level of theory: the ωB97M-V functional and the def2-TZVPD basis.

Its charge is -1. The energy above the lowest of the compared OMol25 structures with the same formula, charge and spin is 54.7 kcal per mole. As for the LUMO energy: 2.34 eV. The value obtained for the total energy is -1831.074150 a.u. The calculation puts the HOMO-LUMO gap at 9.4 eV.

Each line ends with the Löwdin charge.
Geometry (Å):
Cl: -0.462 -0.154 -0.083  0.97
O: -0.127 -0.410 -1.548  -0.38
O: -1.213 -1.377 0.409  -0.37
O: 0.839 0.083 0.734  -0.34
O: -1.306 1.111 0.057  -0.35
O: -3.199 -0.375 2.006  -0.05
H: -2.549 -0.295 1.305  -0.04
H: -3.279 0.502 2.388  0.02
O: 1.417 -2.620 -0.784  0.01
H: 1.254 -3.138 -1.508  0.01
H: 1.252 -1.723 -0.945  -0.04
O: -0.434 1.038 2.971  -0.04
H: -0.684 0.670 3.834  0.07
H: 0.434 1.368 2.905  -0.04
O: 1.728 -1.322 2.948  -0.03
H: 1.618 -0.509 2.475  -0.02
H: 2.504 -1.660 2.501  0.05
O: -0.698 -2.649 2.696  -0.06
H: -0.996 -2.048 2.002  -0.03
H: 0.205 -2.405 2.651  -0.04
O: -1.900 1.249 -3.173  -0.05
H: -2.699 0.745 -3.038  0.03
H: -1.162 0.688 -2.925  -0.03
O: 1.437 0.189 -3.814  -0.10
H: 0.887 -0.471 -3.325  -0.01
H: 1.080 1.050 -3.471  0.05
O: 2.309 2.185 2.526  -0.06
H: 2.911 2.936 2.581  0.05
H: 2.053 2.130 1.593  0.00
O: -3.869 2.820 0.267  -0.03
H: -3.407 2.011 0.296  -0.03
H: -4.399 2.665 1.046  0.03
O: -1.535 -3.860 -0.310  -0.05
H: -1.079 -4.005 -1.153  0.02
H: -1.322 -2.953 -0.153  -0.06
O: 2.391 2.156 -0.444  -0.02
H: 2.900 1.392 -0.549  -0.02
H: 3.189 2.620 -0.218  0.05
O: -0.248 3.462 0.089  -0.09
H: -0.957 3.522 0.719  0.01
H: -0.425 2.556 -0.282  0.00
O: 3.701 -0.717 -0.863  -0.05
H: 3.685 -0.540 0.105  0.05
H: 3.367 -1.598 -0.752  0.00
O: -0.761 -1.588 -3.971  -0.05
H: -1.360 -1.821 -3.258  0.04
H: -1.104 -0.907 -4.539  0.04